Entry 1:
ORCA calculation (ωB97M-V with the def2-TZVPD basis set) on a cluster of 2 separate species, CH2F3N3 in total in a non-equilibrium geometry.

Values from the calculation:
LUMO level (spin up / spin down) in eV: -0.71 / -0.64
Molecular weight in g mol⁻¹: 113.04
Energy relative to the best compared isomer or geometry (same formula, charge and spin) in kcal per mole: 202.7
Orbital gap (spin up / spin down) in eV: 9.23 / 8.20
Net charge: 0
E_tot in hartree: -502.872332

Last column: natural (NBO) charge in e.
Geometry (Å):
N -0.376031 -1.789916 0.093664  -0.123
N -1.324258 1.050691 0.138257  0.307
F -0.509517 1.914550 0.858069  -0.274
H 1.496222 0.783828 0.316410  0.429
C 0.160790 -0.684686 0.099353  0.498
F -1.180434 1.512181 -1.137720  -0.241
F -1.730672 -1.949372 0.027861  -0.195
H 2.112256 -0.665105 -0.424697  0.418
N 1.351640 -0.172169 0.028803  -0.820

Cartesian forces, eV/Å:
1.32 -1.47 0.24
1.07 -1.43 0.21
0.08 0.12 -0.10
-0.08 -0.05 0.04
-3.27 1.66 -0.04
0.10 0.10 -0.09
-0.30 0.74 -0.14
-0.20 0.13 0.07
1.28 0.20 -0.19

Entry 2:
ORCA calculation (ωB97M-V with the def2-TZVPD basis set) on an isolated molecule of C3H5NO2.

Values from the calculation:
LUMO level in eV: 0.84
SMILES: [H]/N=C/OCC=O
Molecular weight in g mol⁻¹: 87.08
Energy relative to the best compared isomer or geometry (same formula, charge and spin) in kcal per mole: 39.0
Orbital gap in eV: 10.76
Net charge: 0
E_tot in hartree: -322.512137

Last column: natural (NBO) charge in e.
Geometry (Å):
H -1.937095 0.868427 -0.870787  0.108
C 1.394877 0.000601 -0.507377  0.403
C -1.581016 0.530712 0.123125  0.417
O 0.261331 -0.611708 -0.906554  -0.495
O -1.856160 1.135929 1.126470  -0.485
H -0.320739 -0.918704 1.080646  0.231
H 2.085448 0.067412 -1.352283  0.159
N 1.578988 0.406724 0.673676  -0.712
H -1.372481 -1.575483 -0.229987  0.210
H 2.496186 0.832630 0.769198  0.359
C -0.749343 -0.736545 0.093876  -0.194

Cartesian forces, eV/Å:
0.08 0.06 0.01
0.14 0.10 0.19
-0.13 0.24 0.37
0.10 0.00 0.01
0.02 -0.32 -0.39
-0.05 -0.02 -0.13
-0.07 0.00 0.13
0.02 -0.05 -0.41
0.02 0.11 0.08
-0.05 -0.04 -0.02
-0.08 -0.08 0.17

Entry 3:
ORCA calculation (ωB97M-V with the def2-TZVPD basis set) on a cluster of 2 separate species, C20H21Cl2FN2O4 in total in a non-equilibrium geometry.

Values from the calculation:
LUMO level in eV: -0.38
SMILES: CN(C)c1ccc(CC2(F)C(=O)OC(C)(C)OC2=O)cc1.Clc1cccc(Cl)n1
Molecular weight in g mol⁻¹: 443.30
Orbital gap in eV: 7.51
Net charge: 0
E_tot in hartree: -2205.342669

Last column: natural (NBO) charge in e.
Geometry (Å):
C -1.835322 -1.855187 0.976495  -0.009
N 1.410820 3.567701 -1.266210  -0.450
Cl 2.644977 1.814386 -2.903687  0.044
O 0.315692 -2.966659 -1.920516  -0.524
H 0.227004 -0.548868 -6.142102  0.233
H -2.374750 -1.887783 -3.628004  0.211
C 1.274470 3.548627 0.089076  0.210
H -1.558169 -2.275657 -5.190168  0.238
Cl -0.206475 3.030468 0.852238  0.045
H 0.864683 -1.636186 6.145296  0.172
H -0.899130 -1.566750 5.806940  0.211
C 3.658088 3.840150 0.328742  -0.130
C -2.351082 -0.854348 1.818325  -0.223
C -2.259270 -2.012078 -0.525397  -0.460
C 0.039576 -0.991232 5.783373  -0.394
C 0.032118 -2.113654 2.579500  -0.230
H -2.760532 -0.977979 -5.128605  0.241
O -2.727338 0.619976 -1.433799  -0.517
C -0.216295 0.177976 -5.455939  -0.647
C -0.868630 -0.523669 -4.222140  0.552
H 4.517507 4.270674 0.842352  0.230
H 4.729166 2.976062 -1.354837  0.237
C -1.722701 -0.464183 3.004854  -0.182
O -1.416324 0.477517 -3.289900  -0.519
C 1.490213 0.289432 4.264178  -0.394
H 1.514749 1.091110 5.024181  0.188
C -0.639461 -2.471136 1.420110  -0.194
H 2.236601 3.939158 1.974079  0.237
H 0.562613 0.910064 -5.222418  0.247
H -2.062493 0.415056 3.583819  0.216
H -3.253409 -1.546685 -0.659093  0.251
F -0.266171 -0.806673 -0.531365  -0.325
H -3.168877 -0.259323 1.414188  0.216
C 2.386642 3.793842 0.909396  -0.313
H -2.159926 -3.091978 -0.795906  0.242
C -1.888252 0.017486 -2.055342  0.765
C 2.592440 2.999368 -1.651871  0.203
H -0.937321 0.689392 -6.106877  0.235
O 0.178747 -1.279171 -3.476678  -0.525
N 0.282901 -0.510791 4.427946  -0.502
H 2.405546 -0.320999 4.382509  0.169
C -0.458282 -1.016146 3.337693  0.157
C -1.236480 -1.250933 -1.412314  0.156
C 3.770756 3.245625 -0.926368  -0.312
H -0.139658 -3.112026 0.697550  0.221
C -0.237162 -1.982315 -2.353446  0.773
H 1.041737 -2.510732 2.811606  0.219
H 1.481328 0.742276 3.260746  0.211
C -1.972061 -1.483191 -4.563813  -0.661
H -0.042806 -0.140015 6.481608  0.184

Cartesian forces, eV/Å:
0.92 0.39 0.46
-0.04 -3.74 1.01
-0.24 0.64 -0.51
-0.53 1.16 -1.41
0.04 -0.32 0.49
-0.15 -0.16 -0.37
1.66 0.64 -0.95
-0.14 -0.11 0.18
0.14 0.79 -0.60
-0.25 0.08 -0.08
0.38 0.23 0.04
-0.68 -0.17 -0.29
-0.20 -0.10 -0.83
0.48 -0.67 0.80
-0.03 0.00 -0.38
0.01 1.17 0.09
0.06 -0.03 0.23
1.00 -0.36 -1.09
-0.14 -0.18 0.27
0.67 0.54 1.33
-0.18 -0.53 0.06
-0.09 0.02 0.08
1.20 0.12 -0.12
-0.09 -0.92 0.42
-0.39 -0.44 -0.31
-0.02 -0.23 -0.27
-0.36 -0.18 -0.81
0.06 0.04 -0.14
-0.22 -0.24 0.44
0.06 -0.71 -0.40
0.44 -0.73 -0.11
0.61 1.50 -0.16
-0.11 -0.11 0.35
-0.29 0.30 0.17
-0.63 0.80 0.16
-0.13 0.68 -0.01
-0.26 1.77 1.67
-0.29 -0.07 0.68
-0.95 -0.41 0.00
-0.03 0.59 0.91
-0.09 0.23 -0.07
-0.63 -0.89 -0.21
0.17 0.63 -0.44
-0.11 0.13 -0.49
-0.07 -0.28 0.27
0.29 -0.60 0.35
-0.89 0.15 -0.16
0.11 -0.11 0.36
0.00 -0.06 -0.45
-0.03 -0.24 -0.14

Entry 4:
ORCA calculation (ωB97M-V with the def2-TZVPD basis set) on a cluster of 4 separate species, C32H21BrClF3O2 in total in a non-equilibrium geometry.

Values from the calculation:
LUMO level in eV: -0.53
SMILES: O=C1c2ccc(Cl)cc2C(=O)c2c(Br)cccc21.Fc1ccccc1.Fc1ccccc1.Fc1ccccc1
Molecular weight in g mol⁻¹: 609.87
Energy relative to the best compared isomer or geometry (same formula, charge and spin) in kcal per mole: 0.0
Orbital gap in eV: 8.73
Net charge: 0
E_tot in hartree: -4716.287910

Last column: natural (NBO) charge in e.
Geometry (Å):
C -1.139727 -2.067477 0.313707  -0.292
O 0.521461 6.626602 -1.911152  -0.483
H 3.441086 2.304226 0.137523  0.235
H 5.223042 -7.876321 2.447940  0.219
H 5.382047 -3.118254 3.778888  0.230
C -7.754088 -0.955101 -1.142799  -0.190
C -7.640783 1.443729 -1.324914  -0.187
C -2.518846 3.563889 -2.479022  -0.014
C 2.205124 3.747068 -0.763928  -0.089
C 5.262770 -6.836784 2.744679  -0.188
C -6.379440 -1.010638 -0.958923  -0.283
C 6.488543 -6.202489 2.896504  -0.226
C 0.017658 -1.344961 0.522126  0.395
H 5.399962 2.944053 -1.209092  0.222
H 3.120639 -6.616641 2.868467  0.230
Cl -3.924608 3.756340 -3.509605  0.003
C 4.085982 -6.138906 2.973848  -0.283
C 0.951335 3.361309 -0.007047  0.548
H 1.903685 -1.196339 1.511529  0.226
C 0.831512 -2.990039 2.047947  -0.202
C 4.397408 4.511672 -2.272227  -0.236
H -5.866931 -1.954060 -0.822822  0.228
Br 3.016819 6.549269 -3.710142  0.068
H -1.579195 5.354456 -3.245129  0.244
H 7.405140 -6.750318 2.721109  0.218
C 4.474976 3.495243 -1.358743  -0.177
C -1.308091 -3.273514 0.978612  -0.195
H -8.333972 -1.868305 -1.143522  0.219
C 4.156752 -4.811307 3.342558  0.396
H -3.088626 1.670388 -1.497170  0.251
C 3.183260 5.141931 -2.409001  -0.005
C 6.538793 -4.867114 3.272638  -0.189
H 7.493579 -4.373345 3.394940  0.219
H -8.125957 2.398714 -1.475577  0.221
F 3.010057 -4.127607 3.561720  -0.333
C 5.364617 -4.161897 3.493082  -0.284
H -9.455683 0.309850 -1.478491  0.217
F 0.184160 -0.172292 -0.128456  -0.335
C -0.429912 4.430539 -1.753997  -0.130
C 1.007204 -1.787834 1.376170  -0.284
C -6.269761 1.386151 -1.125884  -0.283
C 2.075309 4.789639 -1.674228  -0.177
H -5.661311 2.281735 -1.107706  0.233
H 5.234378 4.807833 -2.890731  0.240
H -1.896860 -1.687544 -0.360811  0.230
C -0.291490 3.384989 -0.860926  -0.058
H 1.598184 -3.347203 2.728789  0.244
H -0.462188 -4.672250 2.366517  0.211
C -5.664620 0.169065 -0.952720  0.393
C -0.325571 -3.732716 1.846125  -0.220
H -1.178776 1.580446 -0.136543  0.243
O 0.952066 3.096210 1.178487  -0.494
C 0.702324 5.430876 -1.807746  0.570
H -2.207073 -3.854705 0.819839  0.215
C -2.382565 2.497989 -1.610686  -0.224
F -4.322440 0.149619 -0.777658  -0.336
C -1.267360 2.429786 -0.801757  -0.171
C 3.400598 3.102574 -0.595627  -0.178
C -8.384617 0.271131 -1.329083  -0.226
C -1.531640 4.515021 -2.556902  -0.197

Cartesian forces, eV/Å:
-0.20 0.11 -0.19
0.12 -0.95 -0.07
0.24 0.04 -0.12
-0.03 0.01 0.01
-0.03 -0.02 0.02
0.01 0.25 -0.03
-0.05 -0.23 0.03
-0.55 -0.16 -0.30
-1.22 0.13 0.28
0.09 0.15 0.05
0.14 -0.27 0.04
0.06 -0.05 -0.02
-0.02 -0.33 0.18
0.03 0.22 -0.20
0.00 0.04 0.00
0.29 -0.26 0.31
-0.26 -0.12 -0.04
0.06 -0.16 0.43
-0.03 0.03 0.00
-0.10 -0.02 0.04
0.02 0.20 -0.33
0.01 0.02 0.01
0.30 -0.38 0.22
-0.27 -0.15 0.05
-0.01 0.01 0.00
1.16 -1.06 0.53
0.16 0.01 0.09
0.03 -0.01 -0.01
0.32 -0.19 -0.05
0.03 0.67 -0.45
-0.40 1.38 -0.91
-0.09 -0.13 -0.04
-0.02 0.02 -0.01
0.03 0.00 0.02
0.51 -0.27 0.35
0.00 0.27 0.07
0.01 0.00 0.00
0.08 -0.05 -0.03
1.19 0.30 0.25
0.17 0.13 0.01
0.03 0.63 -0.06
-0.67 0.17 -0.02
-0.04 0.01 -0.03
-0.02 -0.05 0.10
0.03 0.02 0.00
0.89 0.16 0.52
-0.52 0.29 -0.43
0.01 0.02 0.00
-0.19 -0.15 -0.03
-0.03 -0.03 -0.01
0.09 0.19 0.06
0.03 -0.14 -0.88
-0.15 0.49 -0.11
-0.01 0.03 -0.01
-0.51 -0.63 0.11
-0.03 -0.33 0.10
-0.26 -0.73 0.58
-0.34 -0.25 0.58
-0.03 -0.06 -0.01
-0.04 1.20 -0.69

Question: Among the records above, which one has the highest molecular weight?
Answer: C32H21BrClF3O2